C53H50HfN5OSi2Te | wB97M-V/def2-TZVPD

Structure (XYZ):
```
113
Properties=species:S:1:pos:R:3:forces:R:3
C -2.70124 -0.09624 -1.89016 -0.1 0.0 0.0
H -4.87361 -1.86873 -3.09784 0.0 0.0 0.0
H 1.23622 6.50942 -1.50872 0.0 0.0 0.0
C -5.15359 5.94864 0.87471 0.0 0.0 0.0
H 3.41185 -3.48802 -3.17884 0.0 0.0 0.0
H 2.48630 -3.86376 2.99011 0.0 0.0 0.0
H 2.68529 -8.57284 1.13566 0.0 0.0 0.0
H -4.07174 0.77697 -3.43389 0.0 0.0 0.0
C -0.47006 -4.30361 -1.45710 0.0 0.0 0.0
H 4.67354 2.00089 5.46483 0.0 0.0 0.0
C -0.17378 -3.39001 -0.38777 0.0 0.0 0.0
C 1.80827 4.31536 0.89592 0.0 -0.1 0.0
C -2.30158 -1.32536 -2.44760 0.0 -0.1 -0.1
N -2.64737 -1.59847 1.90814 0.4 0.2 -0.3
H -4.27007 -2.54230 -7.28099 0.0 0.0 0.0
C -1.47560 -2.31585 -1.86251 0.0 0.0 0.0
C -0.55880 2.59516 3.58845 0.0 0.0 0.0
C 1.09336 -0.85583 2.97007 0.0 0.0 0.1
C -2.85489 -1.65973 -3.79267 0.0 0.0 0.0
Te 1.29241 0.81004 -0.46766 0.1 0.1 -0.1
C -4.71996 -2.23061 -5.20788 0.0 0.0 0.0
C 1.22598 -5.00965 0.83465 0.0 0.0 0.0
C -3.79267 1.86098 -1.55787 0.0 0.0 0.1
H 0.88562 -0.31392 -2.87116 0.0 0.0 0.0
C 1.73635 1.33534 7.00754 0.0 0.0 0.0
C -2.51770 -2.04579 -6.14873 0.0 0.0 0.0
H -5.45728 2.58553 1.14726 0.0 0.0 0.0
H 4.69873 -2.14228 -0.74352 0.0 0.0 0.0
C 2.55811 -5.24903 0.51248 0.0 0.0 0.0
H -4.41418 2.73367 -1.66921 0.0 0.0 0.0
C 0.42317 -6.05873 1.27119 0.0 0.0 0.0
C -2.00932 -1.73443 -4.89670 0.0 0.0 0.0
C 1.00134 -2.73131 1.75311 0.1 0.0 0.0
H -5.75080 6.84984 0.90864 0.0 0.0 0.0
C -2.53894 -2.51700 2.68545 -0.1 -0.1 0.1
H -0.11803 -5.32022 -1.51678 0.0 0.0 0.0
H 3.36119 1.25130 3.50913 0.0 0.0 0.0
H -0.95083 -1.53819 -4.77104 0.0 0.0 0.0
C -2.97250 1.56909 -0.40989 0.0 0.1 0.0
N 0.51281 -1.46218 1.89155 -0.3 0.4 -0.4
O -2.45073 -3.40481 3.43504 0.0 -0.1 0.1
H 3.78400 4.58612 -1.73086 0.0 0.0 0.0
C 2.27610 -7.57516 1.05052 0.0 0.0 0.0
H -0.10010 3.03188 4.45985 0.0 0.0 0.0
C 3.05908 1.72468 6.84966 0.0 0.0 0.0
C -3.61688 0.85894 -2.46092 0.1 0.0 0.0
H -1.85447 -2.09388 -7.00205 0.0 0.0 0.0
H -5.77645 -2.43185 -5.32443 0.0 0.0 0.0
H 5.43440 -1.03654 -3.62592 0.0 0.0 0.0
C 3.64386 1.69425 5.59181 0.0 0.0 0.0
C -5.75370 4.71087 1.05173 0.0 0.0 0.0
H -6.81906 4.64534 1.22788 0.0 0.0 0.0
C 3.08037 -6.52991 0.61938 0.0 0.0 0.0
Hf -1.15736 -0.67339 0.78091 -0.9 -0.5 0.6
C 1.58099 0.88456 4.64660 0.0 0.0 0.0
H -0.55674 2.72652 -0.51971 0.0 0.0 0.1
C 0.62729 5.61360 -1.64472 0.0 -0.1 0.0
C 0.79004 0.43687 3.46112 0.1 0.0 0.0
H 1.78901 -3.13205 -2.57876 0.1 0.0 0.0
C 0.94881 -7.33818 1.37816 0.0 0.0 0.0
C 4.57853 -0.36699 -3.52504 0.0 0.0 0.0
H 3.12173 -1.78099 -0.04336 -0.1 0.0 0.0
H -1.65913 -4.04468 -3.27420 0.0 0.0 0.0
C 2.62208 -2.73400 -3.16891 0.0 0.0 0.1
H -0.03401 0.61224 6.03209 0.0 0.0 0.0
H 3.56130 2.85365 -1.55114 0.0 0.0 0.0
C 3.07071 3.77278 -1.88001 0.0 0.0 0.1
H 4.94186 0.57233 -3.10215 0.0 0.0 0.0
H 0.01697 2.42275 -2.14880 0.0 0.0 0.0
Si 3.24348 -1.11934 -2.45376 0.0 0.0 0.0
H -0.33542 5.79809 -1.16580 0.0 0.0 0.0
H 2.52768 5.11601 1.07679 0.0 0.0 0.0
H 4.30572 -0.49300 -0.27045 0.0 0.0 0.0
C -1.25476 -3.64805 -2.35809 0.0 0.0 0.0
H -0.60961 -5.86717 1.53725 0.0 0.0 0.0
C -3.02112 4.87312 0.61761 0.0 0.0 0.0
C -1.86110 2.20188 1.77759 0.1 0.2 -0.1
H 2.05624 1.00610 -2.96205 0.0 0.0 0.0
H 3.63331 2.05060 7.70639 0.0 0.0 0.0
C 1.94265 -2.94927 2.81822 0.0 0.0 0.0
H 0.44550 5.49680 -2.71477 0.0 0.0 0.0
H 0.32154 -8.14927 1.72299 0.0 0.0 0.0
C -1.59344 3.10639 2.86806 0.0 -0.1 0.0
H 3.18423 -4.43036 0.17903 0.0 0.0 0.0
H 0.88861 4.57028 1.42826 0.0 0.0 0.0
C -4.99055 3.55283 1.00585 0.0 0.0 0.0
H 2.88435 3.69620 -2.95370 0.0 0.0 0.0
C 0.99716 0.92083 5.90945 0.0 0.0 0.0
C -4.21425 -1.91168 -3.95626 0.0 0.0 0.0
H 1.27814 1.35382 7.98731 0.0 0.0 0.0
C -2.78560 2.38874 0.72486 -0.1 0.0 0.0
H -2.12712 4.02237 3.05898 0.0 0.0 0.0
N -2.33203 0.38567 -0.66024 0.4 -0.2 0.3
H 2.61299 -1.62798 4.42551 0.0 0.0 0.0
H 2.27387 -2.61122 -4.19652 0.0 0.0 0.0
H 4.11670 -6.71172 0.36716 0.0 0.0 0.0
C 2.00872 -1.80316 3.55159 0.0 0.0 0.0
C 2.90866 1.27233 4.49378 0.0 0.0 0.0
N -0.99008 1.15586 1.89808 0.1 -0.4 -0.4
H 2.20966 3.40176 1.34813 0.0 0.1 -0.1
C -3.87392 -2.29485 -6.30538 0.0 0.0 0.0
N -0.80401 -2.20528 -0.67539 0.1 0.5 0.2
C -3.61864 3.62680 0.78778 0.1 0.0 0.0
C 1.78325 0.10213 -2.41294 0.1 0.0 0.0
C 0.65178 -3.63386 0.72852 0.0 -0.1 0.0
C -0.18165 1.33998 2.99129 -0.1 0.0 0.0
H -3.31212 6.99275 0.51817 0.0 0.0 0.0
C 3.89583 -1.40141 -0.71588 0.0 0.0 -0.1
C -3.78483 6.02942 0.65776 0.0 0.0 0.0
H -1.95255 4.92992 0.45059 0.0 0.0 0.0
H 4.20311 -0.15645 -4.52857 0.0 0.0 0.0
Si 1.48341 4.10240 -0.93851 0.0 0.0 0.0
C 0.34170 2.60792 -1.12280 0.0 0.1 -0.1
```
Forces are in eV/Å.

The charge is +1. The calculation puts the total energy at -89628.2971 eV. Its largest force on an atom is 1.18 eV/A.